{
  "formula": "C11H15N",
  "method": "the ωB97M-V functional and the def2-TZVPD basis",
  "elements": ["C", "C", "H", "H", "H", "H", "H", "H", "C", "C", "C", "C", "C", "C", "C", "C", "C", "N", "H", "H", "H", "H", "H", "H", "H", "H", "H"],
  "xyz": [[2.4759, -1.5635, -2.1681], [1.3894, -1.1935, -3.1786], [3.3707, -1.6128, -2.7868], [2.5649, -0.8028, -1.3994], [2.2092, -2.5162, -1.7149], [1.2663, -1.9464, -3.9624], [1.6010, -0.2714, -3.7261], [0.3956, -1.0725, -2.7365], [-1.3504, -2.0963, 1.0725], [-0.5732, 0.3829, 1.1495], [-1.5012, -0.6561, 1.4628], [-1.1339, 1.5832, 1.6958], [-2.5576, -0.1177, 2.1486], [0.5514, 0.4264, 0.3371], [1.0506, 1.6759, 0.0518], [0.5046, 2.8867, 0.5700], [-0.5966, 2.8258, 1.4021], [-2.3238, 1.2414, 2.2663], [0.9658, -0.4244, -0.1785], [1.9079, 1.8719, -0.5861], [1.0236, 3.8019, 0.3371], [-0.5055, -2.6066, 1.5345], [-1.2153, -2.1772, -0.0090], [-3.3095, -0.6644, 2.6865], [-3.0627, 1.8717, 2.5658], [-0.8766, 3.7773, 1.8456], [-2.2705, -2.6232, 1.3202]],
  "de_lowest_kj_mol": 48.3,
  "total_charge": 0,
  "lumo_energy_ev": 0.952,
  "smiles": "Cc1c[nH]c2ccccc12.CC",
  "orbital_gap_ev": 8.79
}



{
  "formula": "C4H2ClO2",
  "method": "the ωB97M-V functional and the def2-TZVPD basis",
  "elements": ["C", "C", "C", "C", "O", "O", "Cl", "H", "H"],
  "xyz": [[-0.4711, -1.2926, 1.4865], [0.2177, 0.8182, -1.2584], [0.2984, -0.1878, 1.0451], [-0.3649, 0.1752, -0.2259], [1.2735, 1.2165, -1.6068], [1.3303, 0.3308, 1.4537], [-1.1519, 1.0933, -2.5535], [0.2301, -2.1503, 1.7620], [-1.3622, -0.0032, -0.1027]],
  "de_lowest_kj_mol": 315.6,
  "total_charge": -1,
  "lumo_energy_ev": 2.744,
  "orbital_gap_ev": 7.39
}



{
  "formula": "C2H2O2S",
  "method": "the ωB97M-V functional and the def2-TZVPD basis",
  "elements": ["C", "C", "O", "O", "S", "H", "H"],
  "xyz": [[-0.9761, -0.9797, -0.5536], [-0.0631, -0.3369, 0.3978], [-0.9116, -1.8792, -1.3041], [1.6047, 1.7616, 0.6211], [0.5266, 0.9524, -0.4127], [-1.8947, -0.4195, -0.2305], [1.7142, 0.9013, 1.4821]],
  "de_lowest_kj_mol": 367.1,
  "total_charge": 0,
  "lumo_energy_ev": -0.733,
  "orbital_gap_ev": 9.21
}



{
  "formula": "CH3N3O6P2",
  "method": "the ωB97M-V functional and the def2-TZVPD basis",
  "elements": ["C", "N", "N", "N", "O", "O", "O", "O", "O", "O", "P", "P", "H", "H", "H"],
  "xyz": [[0.9279, -0.5609, 0.3451], [1.6534, -1.2486, 1.1728], [-0.3758, -0.7179, 0.6806], [1.4790, 0.2527, -0.6075], [-2.0206, 1.6407, 2.2392], [-0.9509, 1.3118, -0.9574], [0.9069, 1.2905, -2.9723], [3.0425, -1.2531, 0.7846], [-2.8416, -0.3431, -0.0553], [-0.2224, -0.9098, -2.2888], [-1.5367, 0.2817, 0.0706], [0.4464, 0.3754, -1.9059], [-0.5800, -1.4878, 1.2719], [-2.9075, 1.9416, 2.0931], [2.9794, -0.5733, 0.1291]],
  "de_lowest_kj_mol": 355.3,
  "total_charge": -2,
  "lumo_energy_ev": 6.267,
  "orbital_gap_ev": 7.20
}



{
  "formula": "C4H7N3",
  "method": "the ωB97M-V functional and the def2-TZVPD basis",
  "elements": ["C", "C", "C", "C", "H", "H", "H", "H", "H", "H", "H", "N", "N", "N"],
  "xyz": [[-1.0934, -0.0430, -0.0714], [-0.6385, 1.3019, 0.0147], [0.7788, 1.2717, 0.0833], [1.1076, -0.1112, 0.1584], [-2.6837, -0.3763, 0.9222], [-3.0185, 0.0484, -0.6410], [-1.1408, 2.2119, -0.1295], [1.6668, 2.1045, -0.1622], [2.8669, -0.2560, -0.9646], [2.8784, -0.6532, 0.7455], [-0.3416, -1.8379, -0.2453], [-2.4023, -0.6188, -0.1013], [2.3144, -0.6957, -0.1406], [-0.0769, -0.9367, 0.1511]],
  "de_lowest_kj_mol": 167.0,
  "total_charge": 0,
  "lumo_energy_ev": 0.997,
  "smiles": "Nc1ccc(N)[nH]1",
  "orbital_gap_ev": 8.44
}



{
  "formula": "C36H69Br2N2O12P2S",
  "method": "the ωB97M-V functional and the def2-TZVPD basis",
  "elements": ["C", "C", "C", "C", "O", "C", "C", "C", "Br", "C", "C", "Br", "C", "P", "O", "O", "N", "C", "C", "C", "C", "C", "N", "C", "C", "C", "O", "P", "O", "O", "S", "H", "H", "H", "H", "H", "H", "H", "H", "H", "H", "H", "H", "H", "H", "H", "H", "H", "H", "H", "H", "H", "H", "H", "H", "H", "H", "H", "H", "H", "H", "H", "H", "H", "C", "C", "O", "C", "H", "H", "H", "H", "H", "H", "C", "C", "O", "C", "H", "H", "H", "H", "H", "H", "C", "C", "O", "C", "H", "H", "H", "H", "H", "H", "C", "C", "O", "C", "H", "H", "H", "H", "H", "H", "C", "C", "O", "C", "H", "H", "H", "H", "H", "H", "C", "C", "O", "C", "H", "H", "H", "H", "H", "H"],
  "xyz": [[-5.3400, 2.5582, 2.0508], [-5.5930, 3.5786, 0.7639], [-4.2527, 4.4459, 0.3726], [-2.9753, 3.4383, -0.0152], [-3.3577, 2.3921, -0.9776], [-2.2452, 1.4800, -1.2827], [-1.8338, 1.1592, -2.8365], [-1.4982, 2.3807, -3.8769], [-1.1505, 4.2233, -3.1728], [-1.4342, 2.1689, -5.3786], [-1.1439, 3.3634, -6.4713], [-1.7153, 0.3125, -6.1770], [-0.6979, -0.0261, -2.5860], [0.8433, -0.4810, -3.6872], [1.9899, -1.3971, -2.6864], [1.6848, 1.0677, -3.9104], [-1.0894, -0.6429, -1.3907], [-2.3078, -0.0794, -0.6811], [-1.8023, 0.0369, 0.8739], [-2.0002, -1.3164, 1.7763], [-1.1651, -2.6290, 1.2603], [0.4426, -2.5218, 1.6906], [1.3836, -3.0779, 0.6384], [1.0093, -4.4921, 0.2205], [2.7847, -3.1020, 1.2093], [4.0597, -2.7337, 0.1991], [3.1201, -3.4380, 2.4669], [-3.9723, -1.0127, -0.7399], [-4.9397, -0.3622, 0.6010], [-3.8407, -2.7513, -0.5457], [-5.0310, -0.7105, -2.3478], [-5.4387, 3.1253, 3.0731], [-4.2727, 2.0457, 2.0301], [-6.1414, 1.6936, 1.9464], [-6.4555, 4.3378, 1.0858], [-5.9205, 3.0013, -0.2149], [-3.9397, 5.0360, 1.3614], [-4.4188, 5.2638, -0.4517], [-2.5955, 3.0241, 1.0275], [-2.1216, 4.1632, -0.3979], [-1.3419, 1.9516, -0.6723], [-2.6660, 0.5665, -3.4068], [-0.4970, 2.8718, -7.3456], [-0.5564, 4.2841, -6.0513], [-2.1785, 3.6410, -6.9767], [2.8663, -0.8850, -2.7029], [1.8962, 1.4598, -3.0100], [-0.4173, -1.4004, -1.1401], [-0.6934, 0.4164, 1.0055], [-2.4826, 0.8761, 1.3819], [-3.1091, -1.6505, 1.9429], [-1.5733, -1.0585, 2.8610], [-1.3263, -2.9149, 0.1371], [-1.5799, -3.5535, 1.8917], [0.6603, -1.3780, 1.9545], [0.5476, -3.0903, 2.7350], [0.2795, -5.0380, 0.9576], [2.0166, -5.1272, 0.1478], [0.5425, -4.4634, -0.8692], [4.9976, -2.5274, 0.9048], [3.7872, -1.8107, -0.4678], [4.2824, -3.7210, -0.3960], [-5.8581, -0.1399, 0.2388], [-3.8308, -3.0973, -1.5048], [-0.2805, -8.1592, -2.8992], [0.2046, -6.7649, -3.1934], [0.7108, -6.0666, -2.3166], [0.0462, -6.2581, -4.6020], [-0.1020, -8.3903, -1.8436], [-1.3534, -8.2286, -3.0959], [0.2663, -8.8800, -3.5124], [-1.0120, -6.2428, -4.8745], [0.6077, -6.8941, -5.2910], [0.4398, -5.2381, -4.6670], [-2.3725, -0.2609, 7.1725], [-2.6646, -0.1969, 5.6972], [-1.8713, -0.6416, 4.8692], [-3.9651, 0.4325, 5.2742], [-1.4004, -0.7403, 7.3294], [-2.3356, 0.7492, 7.5882], [-3.1400, -0.8526, 7.6779], [-3.9990, 1.4735, 5.6053], [-4.8035, -0.1284, 5.6949], [-4.0409, 0.4094, 4.1818], [0.9702, 6.0530, 0.2791], [0.7669, 4.9140, 1.2421], [-0.3468, 4.4266, 1.4288], [1.9792, 4.3945, 1.9678], [0.0090, 6.3234, -0.1711], [1.3646, 6.9229, 0.8104], [1.6558, 5.7495, -0.5161], [2.4185, 5.1904, 2.5743], [2.7097, 4.0169, 1.2479], [1.6820, 3.5734, 2.6289], [5.6088, 1.2223, 1.9846], [4.2708, 1.5786, 2.5752], [3.9581, 2.7488, 2.7885], [3.3303, 0.4475, 2.8949], [6.1818, 2.1383, 1.8055], [6.1664, 0.5914, 2.6814], [5.4686, 0.7055, 1.0318], [3.7864, -0.2179, 3.6322], [3.0885, -0.1037, 1.9826], [2.4039, 0.8537, 3.3148], [2.5558, 3.5845, -6.8912], [2.5173, 3.6673, -8.3937], [1.4595, 3.8403, -8.9969], [3.8233, 3.5300, -9.1297], [1.5412, 3.7003, -6.4953], [2.9427, 2.6101, -6.5825], [3.1811, 4.3866, -6.4908], [4.2666, 2.5531, -8.9208], [4.5050, 4.3296, -8.8291], [3.6428, 3.6098, -10.2070], [4.2020, -4.1362, 6.9125], [2.8339, -3.5268, 6.7611], [1.9443, -3.7423, 7.5825], [2.5965, -2.6434, 5.5654], [4.2278, -4.7491, 7.8198], [4.4217, -4.7744, 6.0529], [4.9526, -3.3468, 7.0022], [2.7446, -3.2152, 4.6459], [3.2754, -1.7875, 5.5952], [1.5656, -2.2740, 5.5863]],
  "total_charge": 1,
  "lumo_energy_ev": -4.712,
  "orbital_gap_ev": 6.01
}



{
  "formula": "H26O13",
  "method": "the ωB97M-V functional and the def2-TZVPD basis",
  "elements": ["H", "H", "H", "H", "H", "H", "H", "H", "H", "H", "H", "H", "H", "H", "H", "H", "H", "H", "H", "H", "H", "H", "H", "H", "H", "H", "O", "O", "O", "O", "O", "O", "O", "O", "O", "O", "O", "O", "O"],
  "xyz": [[-1.2699, 0.4770, -0.9936], [0.0607, -0.0103, -0.4414], [3.4006, -2.2893, 1.0892], [3.1879, -2.8861, -0.2830], [2.9986, 1.2607, 1.2848], [2.7159, 0.8466, 2.6863], [-0.1754, 2.1901, 2.7572], [0.7346, 1.9864, 3.8082], [-5.4583, -0.2964, -0.2723], [-6.5423, 0.1561, -1.1160], [-1.9430, -1.0697, -1.0904], [-0.7316, -1.8918, -0.5035], [-2.5382, 2.4822, 1.6016], [-2.4310, 1.1010, 1.0130], [-3.7391, 1.9084, -0.7588], [-3.0021, 3.0259, -1.4334], [0.4017, -3.3063, 1.9442], [1.7002, -2.5446, 1.5460], [3.1437, -1.5989, -1.8420], [1.8822, -0.9748, -2.4254], [-3.7797, -3.4854, -0.7550], [-3.8774, -1.9184, -0.2646], [2.8825, 0.5392, -1.3943], [4.3964, 0.8009, -1.2363], [4.0558, 4.1202, -0.7230], [3.3183, 3.1809, -1.8719], [-0.3236, 0.7705, -0.7939], [3.8101, -2.5285, 0.2579], [3.1545, 0.5471, 1.9662], [0.0957, 1.5000, 3.3945], [-6.1437, -0.7052, -0.7766], [-1.1375, -1.4298, -1.2879], [-2.9478, 1.6236, 1.6429], [-3.8377, 2.7632, -1.1744], [1.3115, -3.4406, 1.6425], [2.2997, -1.7913, -2.0382], [-3.5097, -2.8021, -0.0271], [3.7126, 0.3242, -1.7309], [4.1247, 3.3649, -1.4007]],
  "de_lowest_kj_mol": 524.4,
  "total_charge": 0,
  "lumo_energy_ev": -0.749,
  "orbital_gap_ev": 10.15
}



{
  "formula": "C3H9N5",
  "method": "the ωB97M-V functional and the def2-TZVPD basis",
  "elements": ["N", "N", "C", "N", "H", "H", "H", "H", "H", "C", "C", "N", "N", "H", "H", "H", "H"],
  "xyz": [[-0.4355, -0.7812, -1.6131], [-1.1857, 0.3426, -2.1669], [-0.9615, -0.2871, 0.9236], [-1.3884, 0.8957, 0.7520], [-0.1697, -1.3646, -2.4101], [-2.1119, -0.0249, -2.3804], [-1.3386, 0.9919, -1.3930], [-0.6867, 1.6153, 0.9245], [-1.6506, -1.1166, 0.7862], [0.8075, -0.8699, 2.4381], [2.0958, 1.1205, -0.6684], [0.3010, -0.6637, 1.3147], [2.2043, 0.8385, 0.4450], [1.8297, -1.2184, 2.4881], [0.4475, -0.3935, -1.2208], [1.9492, 1.6089, -1.6028], [0.2935, -0.6934, 3.3833]],
  "de_lowest_kj_mol": 407.6,
  "total_charge": 0,
  "lumo_energy_ev": 0.988,
  "smiles": "[H]/N=C\\N=C.C#N.NN",
  "orbital_gap_ev": 9.03
}